[1]
100
Properties=species:S:1:pos:R:3:mulliken_charge:R:1 method="wB97M-V/def2-TZVPD" total_charge=+1 lumo_energy_ev="-4.812 / -4.782" largest_force_ev_per_a=2.842 total_energy_ev=-71657.960 gap_ev="4.78 / 4.83" e_above_lowest_kj_mol=20.70
Tl 0.71980 -0.15922 0.25225 0.8932
C 3.28069 1.11916 1.58354 0.3263
C 2.48942 2.15562 2.13263 0.8348
C 1.80237 0.17785 3.08707 0.0954
C 2.86126 -0.10990 2.16701 0.5310
C 1.57755 1.57873 3.05074 0.2280
C 4.31134 1.23305 0.52996 -1.4815
H 4.25213 2.18545 -0.00792 0.3302
H 4.25084 0.41817 -0.20952 0.2405
H 5.31712 1.17272 0.97343 0.3575
C 3.39111 -1.42585 1.80244 -1.0256
H 3.89707 -1.39877 0.83200 0.2058
H 2.61442 -2.20650 1.75438 0.4145
H 4.12929 -1.76169 2.54084 0.4028
C 1.00282 -0.79269 3.85397 -0.2381
H 1.50889 -1.05920 4.79093 0.3797
H 0.82159 -1.73494 3.31967 -0.3427
H 0.03728 -0.36223 4.14296 0.3270
C 0.50937 2.28301 3.79451 -1.5134
H 0.82699 2.47137 4.83057 0.3816
H -0.41861 1.69434 3.85119 0.2409
H 0.26426 3.25620 3.35515 0.3541
C 2.52463 3.58263 1.74408 -1.5799
H 3.09518 4.15091 2.49049 0.3531
H 1.52001 4.02898 1.69984 0.3048
H 3.01859 3.73636 0.77775 0.3442
C -0.46190 3.08113 -6.16651 -0.2529
C 0.48618 3.97790 -5.88638 -0.5522
C 0.31242 5.46364 -5.74759 -0.5737
C -1.11977 5.96382 -5.42300 -0.9897
C -1.71226 5.39930 -4.16170 -0.1595
C -2.38281 4.26047 -3.99096 -0.5867
C -2.76669 3.26791 -5.04890 -0.3725
C -1.93526 3.30656 -6.35793 -0.9886
H 0.63885 5.96042 -6.67944 0.3437
H -1.76240 5.83192 -6.30150 0.3459
H 0.98996 5.83351 -4.96036 0.2955
H -2.16873 4.22368 -6.91206 0.3446
H -0.15884 2.03628 -6.32222 0.3930
H 1.53154 3.64236 -5.84297 0.5289
H -2.30369 2.47086 -6.97821 0.4268
H -2.70452 2.25016 -4.62786 0.1913
H -2.79731 4.04317 -2.99482 0.4932
H -3.82827 3.41588 -5.31842 0.4179
H -1.03490 7.05347 -5.26872 0.3987
H -1.57316 6.05676 -3.29065 0.3575
P 0.91031 1.38192 -1.82594 0.5650
P -1.55439 1.39607 0.58508 0.7998
C -0.84761 1.71044 -2.21225 -0.2312
C -1.91732 1.14263 -1.21941 -1.1356
H -1.00591 1.28902 -3.21740 0.4770
H -0.96032 2.80265 -2.33052 -0.1501
H -2.89604 1.61138 -1.42176 0.7047
H -2.04595 0.04779 -1.37014 0.2794
C -2.72105 0.44435 1.61088 -0.9866
H -2.49905 0.69534 2.65752 0.3360
H -2.58792 -0.63403 1.44886 0.0719
H -3.76762 0.70394 1.41761 0.4955
C -1.83758 3.17469 0.90905 -1.3807
H -2.79534 3.53205 0.50749 0.4480
H -1.02424 3.76288 0.46130 0.2780
H -1.84642 3.33764 1.99490 0.4215
C 1.54531 -0.03334 -2.80221 -1.4505
H 2.55471 -0.28289 -2.43473 0.3891
H 1.61661 0.20568 -3.86894 0.4212
H 0.89449 -0.91280 -2.68119 0.4940
C 1.93797 2.84112 -2.13234 -0.9044
H 1.69327 3.62100 -1.39418 0.2971
H 1.77100 3.23696 -3.14441 0.1480
H 2.99822 2.56275 -2.03766 0.4091
O -1.84721 -2.04981 -0.59959 -0.6709
C -1.20083 -2.76934 0.16776 -0.5396
N -1.59386 -4.03297 0.62849 -0.0220
C -0.78774 -4.45700 1.72832 3.5245
C 0.38110 -3.47998 1.59418 -1.0364
O 1.46581 -3.68261 2.15702 -0.8114
N 0.02996 -2.47552 0.75365 -0.0299
C -1.41391 -4.20035 3.09558 -0.2904
C -0.57865 -4.28800 4.21630 -0.0394
C -1.09858 -4.07925 5.49415 -0.9724
C -2.45366 -3.78780 5.64616 -0.4883
C -3.27833 -3.67667 4.52324 -0.9181
C -2.75979 -3.86440 3.23096 -0.3091
C -0.17696 -5.82430 1.52081 -0.1566
C -0.24591 -6.83285 2.47636 -0.2042
C 0.57207 -7.95652 2.32742 -0.8677
C 1.37844 -8.09294 1.19742 -0.4941
C 1.37696 -7.11007 0.19741 -0.7923
C 0.58015 -5.97012 0.35458 -0.4961
H -2.50061 -4.43265 0.40362 0.3393
H 0.48593 -4.52834 4.10910 0.4158
H -0.44103 -4.15932 6.35822 0.4394
H -2.86467 -3.63187 6.64476 0.4123
H -4.32956 -3.43620 4.63831 0.4400
H -3.41670 -3.78009 2.35767 0.3419
H -0.91492 -6.73810 3.33672 0.4934
H 0.56929 -8.70993 3.10687 0.4215
H 2.01317 -8.97189 1.08628 0.3891
H 1.99508 -7.20427 -0.69392 0.3881
H 0.58601 -5.18687 -0.41719 0.3120

[2]
20
Properties=species:S:1:pos:R:3:mulliken_charge:R:1 method="wB97M-V/def2-TZVPD" total_charge=0 smiles=CCC.CCS lumo_energy_ev=0.921 largest_force_ev_per_a=2.518 total_energy_ev=-16246.641 gap_ev=9.91 e_above_lowest_kj_mol=63.66
C 1.65956 -2.63781 0.32454 -0.9600
C 0.87329 -2.65730 -0.98702 -0.1679
C 0.64036 -1.25865 -1.54091 -0.6785
H 2.00714 -1.63545 0.60440 0.2286
H 2.56257 -3.24959 0.31204 0.3015
H 1.08683 -2.89290 1.22150 0.2775
H -0.11746 -3.07048 -0.75658 0.2420
H 1.37209 -3.35980 -1.64785 0.3150
H -0.09862 -1.22064 -2.34291 0.3859
H 0.32285 -0.48840 -0.85436 -0.3334
H 1.59992 -0.93172 -1.94590 0.3592
C 0.76931 2.13896 0.32727 -0.9268
C -0.36149 1.74736 1.28089 -0.4854
S -1.93742 1.36760 0.33155 -0.1868
H 0.43693 2.61322 -0.59244 0.3260
H 1.47457 1.35039 0.08177 0.2521
H 1.41550 2.89434 0.79639 0.3160
H -0.06844 0.76128 1.64916 0.2572
H -0.62358 2.36978 2.12448 0.3934
H -1.46233 0.25520 -0.27042 0.0843

[3]
20
Properties=species:S:1:pos:R:3:mulliken_charge:R:1 method="wB97M-V/def2-TZVPD" total_charge=-1 lumo_energy_ev="4.402 / 4.326" largest_force_ev_per_a=1.784 total_energy_ev=-7918.195 gap_ev="4.55 / 5.83" spin_multiplicity=2 e_above_lowest_kj_mol=304.64
C 2.32121 -0.27991 -1.26931 -1.2935
C 1.27204 0.62619 -0.56588 -0.3778
N -1.54635 1.52489 -0.73020 -0.8621
C -1.14332 0.23878 -0.08068 0.0684
C 0.21356 -0.21485 0.14966 0.2013
C 0.54630 -0.46660 1.61820 -1.6303
C -2.28681 -0.57717 0.41244 -1.4471
H 1.94211 -0.62958 -2.22171 0.2840
H 3.28428 0.21709 -1.41616 0.3949
H 2.47874 -1.13796 -0.62744 0.2972
H 0.77711 1.23991 -1.31235 0.4401
H 1.81994 1.25046 0.14394 0.2882
H -2.54117 1.71455 -0.61418 0.2822
H -1.28546 0.41097 -1.31783 0.3115
H 1.62905 -0.43267 1.78158 0.4815
H 0.21546 -1.45803 1.93374 0.3020
H 0.13354 0.23743 2.37047 0.3010
H -2.73109 -0.16639 1.34377 0.2484
H -1.95964 -1.58075 0.67260 0.3589
H -3.13952 -0.51638 -0.27063 0.3511

[4]
70
Properties=species:S:1:pos:R:3:mulliken_charge:R:1 method="wB97M-V/def2-TZVPD" total_charge=+1 lumo_energy_ev="-3.122 / -3.045" largest_force_ev_per_a=4.422 total_energy_ev=-102574.782 gap_ev="4.91 / 5.23" spin_multiplicity=4
Cr -15.48569 5.84682 -2.33902 -0.6110
N -17.13114 4.49134 -1.85285 -0.3660
C -17.93396 4.90594 -0.66918 0.2703
C -18.71648 3.78107 -0.02418 -1.1442
C -19.37650 4.12243 1.30519 -0.3967
C -20.64505 5.01350 1.27065 -1.2669
N -20.47395 6.46755 1.30840 -0.0674
C -20.07095 7.19304 2.34874 0.8953
N -19.87329 8.53932 2.16197 -0.4355
N -19.88424 6.65565 3.55243 -0.3936
C -16.91786 5.64629 0.26825 0.3248
O -17.16661 5.99907 1.43282 -0.7190
O -15.85467 5.98136 -0.38142 0.2644
H -17.71363 4.26549 -2.66885 0.3509
H -16.58262 3.65643 -1.65542 0.2605
H -18.66413 5.62612 -1.05204 0.0240
H -17.98049 2.99690 0.24342 0.4106
H -19.41666 3.28691 -0.68559 0.3898
H -18.59519 4.45778 1.95304 0.4720
H -19.66306 3.10762 1.65995 0.3183
H -21.21525 4.64109 2.12197 0.4065
H -21.16821 4.74079 0.31858 0.4467
H -20.70916 6.94591 0.43278 0.2526
H -19.97572 8.96683 1.23853 0.1687
H -19.74966 9.14891 2.97031 0.2170
H -20.04439 5.68918 3.76192 0.2173
H -19.42080 7.20368 4.28660 0.2314
Cl -17.80219 7.79652 -2.15777 -0.1369
C -16.48926 8.99134 -1.73762 -0.3814
Cl -15.01399 8.24830 -2.38831 -0.0532
H -16.44314 9.06152 -0.66113 0.3365
H -16.70522 9.91791 -2.30489 0.4152
C -15.83081 4.81985 -7.21081 -1.3456
Si -15.66070 6.10023 -5.79247 0.2106
C -17.45213 6.71980 -5.59914 -1.0373
C -14.49895 7.59779 -6.29324 -1.0170
N -15.05921 5.37617 -4.26339 0.7480
C -13.83181 4.78176 -4.30742 0.5118
C -13.24920 4.22550 -5.47848 -0.6824
C -11.98528 3.63203 -5.42667 -0.7391
C -11.33513 3.36842 -4.23918 -1.0221
C -11.91410 3.81688 -3.05689 -0.5307
C -13.08079 4.58426 -3.00973 0.5206
N -13.64540 5.16080 -1.92836 0.6863
Si -12.78491 5.46335 -0.39164 0.0342
C -13.13592 3.97937 0.70376 -0.8811
C -13.24739 7.14560 0.42165 -1.1683
C -10.86939 5.65165 -0.68219 -1.3122
H -16.74542 5.00989 -7.76610 0.4172
H -15.93688 3.86574 -6.68235 0.3795
H -14.94687 4.77844 -7.87466 0.4004
H -17.93089 6.97935 -6.55674 0.4089
H -17.65311 7.52618 -4.84512 0.1811
H -18.04147 5.89003 -5.19797 0.2924
H -14.94931 8.18377 -7.08171 0.3795
H -13.52058 7.23227 -6.65421 0.3363
H -14.27231 8.19842 -5.37778 0.2098
H -13.68076 4.36238 -6.45548 0.1397
H -11.56034 3.36576 -6.40767 0.3353
H -10.40261 2.81231 -4.26774 0.3982
H -11.46429 3.63087 -2.10749 0.4539
H -14.21507 3.88283 0.76035 0.1556
H -12.77540 4.25778 1.71805 0.3423
H -12.66539 3.01982 0.39424 0.3075
H -14.15098 7.02930 1.02233 0.2147
H -13.36649 7.99358 -0.24059 0.3228
H -12.48112 7.55292 1.07493 0.4944
H -10.37215 4.64770 -0.72226 0.3210
H -10.48420 6.23716 0.13752 0.4218
H -10.67145 6.13429 -1.61679 0.4112